A molecular structure, C12H6Br4N2O7SeW at a distorted geometry, computed with ωB97M-V/def2-TZVPD.

Properties
Lowest unoccupied orbital energy in eV: -2.09
Orbital gap in eV: 6.407
Energy above the lowest of the compared OMol25 structures with the same formula, charge and spin in kcal/mol: 22.2
HOMO in eV: -8.496

Geometry (Å):
W -0.764 -0.539 -1.539
Br -1.483 -4.984 0.612
Br -5.284 -1.868 3.591
Br -4.088 0.860 2.035
Br -3.927 -4.826 2.915
Se -2.335 0.455 -3.478
O 0.123 -1.231 -2.835
O -1.096 1.177 -2.293
O -1.807 0.061 0.147
O -0.894 -2.169 -0.483
O 4.064 3.436 1.571
O -2.516 -0.888 -2.309
O -3.635 1.366 -3.317
N 5.168 3.059 -0.373
N 1.031 0.112 -0.484
C 1.968 1.787 0.913
C -3.882 -2.016 2.342
C 3.204 0.964 -0.961
C -2.383 -0.963 0.792
C 4.162 2.869 0.512
C -1.861 -2.204 0.481
C -3.414 -0.865 1.709
C 2.157 0.096 -1.200
C 0.930 0.926 0.572
C -3.317 -3.263 2.050
C -2.295 -3.356 1.107
C 3.091 1.829 0.114
H 2.203 -0.629 -1.995
H -0.005 0.898 1.111
H 5.108 2.759 -1.327
H 5.816 3.799 -0.155
H 1.885 2.441 1.769
H 4.078 0.907 -1.594

Atomic partial charges in e from the Mulliken method, atoms 1 to 5:
1. W 2.0378
2. Br -0.1027
3. Br -0.1458
4. Br -0.1048
5. Br -0.1519


A molecular structure, C12H6ClF3NO8PdS, computed with ωB97M-V/def2-TZVPD.

Properties
Multiplicity: 5
Lowest unoccupied orbital energy (alpha / beta) in eV: -4.74 / -7.69
Orbital gap (alpha / beta) in eV: 8.944 / 6.009
Energy above the lowest of the compared OMol25 structures with the same formula, charge and spin in kcal/mol: 0.0
Charge: +1
HOMO (alpha / beta) in eV: -13.687 / -13.700
⟨S²⟩: 6.0159

Geometry (Å):
Pd 0.133 0.492 0.269
Cl -4.719 -0.532 -1.736
S 2.845 0.321 -0.166
F 4.545 1.784 -1.559
F 2.551 1.711 -2.393
F 2.949 2.923 -0.647
O 4.053 -0.379 0.054
O 0.004 -2.669 1.202
O 1.778 -0.408 -0.905
O -2.075 0.020 0.110
O 2.160 0.931 0.999
O -2.838 1.988 -0.647
O 0.133 3.294 -2.667
O -0.487 2.511 1.725
N -0.130 2.524 -0.522
C -2.957 0.789 -0.244
C -0.278 4.640 0.514
C -0.366 5.702 1.384
C 3.263 1.779 -1.268
C 0.020 6.095 -1.409
C -0.090 4.843 -0.852
C -0.018 3.464 -1.427
C -4.450 0.390 -0.267
C 0.106 -1.558 1.248
C -0.260 6.982 0.837
C -0.071 7.173 -0.525
C -0.320 3.179 0.737
H -0.321 7.844 1.487
H 0.175 6.250 -2.467
H -4.590 -0.244 0.608
H -5.109 1.252 -0.234
H 0.011 8.179 -0.912
H -0.502 5.548 2.446

Atomic partial charges in e from the Mulliken method, atoms 1 to 5:
1. Pd 0.5484
2. Cl -0.0824
3. S 1.4817
4. F -0.2035
5. F -0.2340


A molecular structure, C12H6EuNO5 at a distorted geometry, computed with ωB97M-V/def2-TZVPD.

Properties
Multiplicity: 8
Lowest unoccupied orbital energy (alpha / beta) in eV: -4.21 / -4.09
Orbital gap (alpha / beta) in eV: 6.333 / 6.749
Charge: +1
HOMO (alpha / beta) in eV: -10.541 / -10.835
⟨S²⟩: 15.7618

Geometry (Å):
Eu 0.208 0.006 0.234
O -0.233 -3.674 -0.510
O -3.526 -0.024 1.065
O 0.800 0.025 -5.636
O 3.077 0.007 -2.172
O -0.305 3.659 -0.587
N 1.086 0.037 2.372
C 0.903 -1.203 6.912
C -0.114 -2.561 -0.241
C 2.176 0.007 -1.449
C -0.164 2.554 -0.294
C 1.049 0.025 4.899
C 1.060 0.025 7.569
C 1.216 1.276 5.528
C 1.014 0.033 3.535
C 0.899 -1.228 5.529
C -2.402 -0.016 0.789
C 1.214 1.254 6.910
C 0.960 0.029 -4.503
H -0.786 -0.023 -1.576
H 1.336 2.205 7.411
H 0.785 -2.155 7.414
H 1.322 2.174 4.893
H 0.778 -2.125 4.896
H 1.064 0.026 8.646

Atomic partial charges in e from the Mulliken method, atoms 1 to 5:
1. Eu 0.8412
2. O -0.1121
3. O -0.1315
4. O -0.1656
5. O -0.1098


A molecular structure, C12H6N5O9 at a distorted geometry, computed with ωB97M-V/def2-TZVPD.

Properties
Lowest unoccupied orbital energy in eV: 1.24
Orbital gap in eV: 7.043
Energy above the lowest of the compared OMol25 structures with the same formula, charge and spin in kcal/mol: 0.0
Charge: -1
HOMO in eV: -5.798

Geometry (Å):
O 2.242 -4.023 1.714
O -1.725 -2.171 -2.616
O -0.826 0.342 -1.425
O -3.475 4.347 2.563
O 2.391 1.371 -2.841
O 3.835 0.462 -1.302
O 3.947 -2.651 1.609
O -1.670 -3.666 -1.006
O -2.223 3.193 3.948
N -2.641 3.442 2.792
N 2.590 0.535 -1.974
N 3.838 -0.534 -0.359
N -1.181 -2.686 -1.614
N 2.810 -3.005 1.247
C -2.081 2.185 -0.654
C -1.146 1.097 -0.433
C -1.202 1.646 1.958
C 0.801 -2.747 -0.138
C 1.821 -0.486 -1.432
C -0.698 0.895 0.920
C 0.062 -2.139 -1.159
C 0.513 -0.911 -1.815
C -2.580 2.931 0.385
C 2.602 -1.110 -0.455
C -2.147 2.669 1.707
C 2.069 -2.266 0.240
H -0.885 1.473 2.986
H -3.307 3.727 0.220
H -2.400 2.372 -1.679
H 0.028 0.110 1.117
H 0.257 -0.788 -2.872
H 0.383 -3.613 0.371

Atomic partial charges in e from the Mulliken method, atoms 1 to 5:
1. O -0.6461
2. O -0.6253
3. O -0.4261
4. O -0.6444
5. O -0.7272


C12H6N6O in the gas phase at a distorted geometry, computed with ωB97M-V/def2-TZVPD.

Properties
Lowest unoccupied orbital energy in eV: -1.98
Orbital gap in eV: 7.221
HOMO in eV: -9.199
SMILES string: N#CCn1c2ccccc2c2nc3nonc3nc21

Geometry (Å):
O 0.033 -2.305 -4.613
N -1.210 -1.557 -4.062
N 3.986 1.014 -0.146
N 1.083 -2.284 -3.685
N 1.388 -1.286 -1.693
N -1.380 -0.397 -2.147
N 1.075 -0.070 0.550
C 0.762 -0.497 -0.791
C 0.628 -1.553 -2.743
C -2.363 0.769 0.719
C -0.258 1.381 2.269
C -1.520 1.657 2.729
C -1.115 0.486 0.256
C 3.285 0.382 0.478
C 2.309 -0.434 1.206
C -0.625 -0.102 -1.044
C -0.020 0.687 1.066
C -0.654 -1.048 -3.003
C -2.609 1.263 2.019
H 2.331 -0.102 2.280
H -3.154 0.482 0.050
H 2.540 -1.464 1.198
H -3.574 1.511 2.389
H -1.496 2.091 3.693
H 0.556 1.377 3.024

Atomic partial charges in e from the Mulliken method, atoms 1 to 5:
1. O -0.1153
2. N -0.5079
3. N -0.3903
4. N -0.5206
5. N -0.5383


2 unconnected molecules or ions with the total composition C12H7F3N3O6S2 at a distorted geometry, computed with ωB97M-V/def2-TZVPD.

Properties
Lowest unoccupied orbital energy in eV: 0.77
Orbital gap in eV: 4.468
Energy above the lowest of the compared OMol25 structures with the same formula, charge and spin in kcal/mol: 205.5
Charge: -1
HOMO in eV: -3.699

Geometry (Å):
S 1.965 1.150 3.161
S 1.886 0.350 -1.299
F 5.207 0.265 -0.816
F 5.396 1.016 1.226
F 5.092 -1.122 0.866
O 0.761 1.704 3.740
O -0.972 2.488 0.996
O 2.972 2.012 2.611
O 3.077 -2.322 2.889
O -5.065 0.673 1.593
O -1.533 -1.904 2.560
N 2.345 -0.317 3.661
N -2.919 1.540 1.619
N -3.239 -0.750 1.594
C -1.580 1.451 1.266
C 0.684 0.705 -0.172
C -0.937 0.068 1.258
C -1.892 -0.955 1.874
C 1.137 -2.034 0.641
C -3.862 0.506 1.597
C 0.075 -1.703 -0.128
C 2.495 -1.263 2.644
C -0.431 -0.297 -0.135
C 1.841 0.231 0.641
C 4.779 0.115 0.451
C 1.847 -0.961 1.318
H -1.204 -0.060 -0.888
H 1.423 -3.073 0.850
H 0.393 1.755 -0.121
H -0.089 0.102 1.961
H -3.868 -1.513 1.829
H -3.326 2.468 1.600
H -0.489 -2.461 -0.676

Atomic partial charges in e from the Mulliken method, atoms 1 to 5:
1. S 0.9997
2. S -0.2845
3. F -0.2332
4. F -0.2159
5. F -0.2127


A molecular structure, C12H7IN2O5Pt at a distorted geometry, computed with ωB97M-V/def2-TZVPD.

Properties
Lowest unoccupied orbital energy (alpha / beta) in eV: -11.31 / -11.31
Orbital gap (alpha / beta) in eV: 4.728 / 4.729
Energy above the lowest of the compared OMol25 structures with the same formula, charge and spin in kcal/mol: 9.2
Charge: +2
HOMO (alpha / beta) in eV: -16.035 / -16.035

Geometry (Å):
Pt -0.383 0.107 0.171
I -0.027 2.135 -2.660
O 4.521 -3.056 1.384
O -0.890 -0.621 1.976
O 0.594 0.501 -1.506
O 2.629 0.198 -2.453
O -0.029 -2.015 3.569
N 1.216 -0.919 0.544
N -1.944 1.270 -0.476
C -4.098 2.759 -1.398
C 2.425 -2.344 1.984
C -2.896 2.768 -2.097
C -4.206 1.999 -0.250
C 1.315 -1.601 1.674
C 0.005 -1.414 2.520
C 3.336 -1.592 -0.124
C 2.190 -0.899 -0.336
C -3.118 1.265 0.183
C -1.873 2.017 -1.582
C 3.457 -2.340 1.069
C 1.905 -0.028 -1.568
H -3.160 0.656 1.074
H -4.932 3.346 -1.760
H 4.123 -1.550 -0.868
H 2.521 -2.919 2.896
H -5.128 1.967 0.316
H -2.776 3.348 -3.004
H 5.222 -3.039 0.722

Atomic partial charges in e from the Mulliken method, atoms 1 to 5:
1. Pt 0.9689
2. I 0.7527
3. O -0.4576
4. O -0.6625
5. O -0.7538


A molecular structure, C12H7IrN2O5S at a distorted geometry, computed with ωB97M-V/def2-TZVPD.

Properties
Lowest unoccupied orbital energy in eV: -1.08
Orbital gap in eV: 7.303
Energy above the lowest of the compared OMol25 structures with the same formula, charge and spin in kcal/mol: 0.0
HOMO in eV: -8.380

Geometry (Å):
Ir -0.462 -0.437 0.204
S -1.246 -2.603 -0.218
O 1.372 -2.004 3.560
O -0.087 1.103 -1.048
O -0.098 -1.583 1.925
O 4.936 1.540 2.169
O 1.437 2.646 -1.606
N 1.324 0.201 0.882
N -2.156 -0.504 -0.953
C 1.897 1.206 0.219
C 3.111 0.095 2.414
C -2.812 0.458 -1.619
C 3.739 1.126 1.717
C 1.889 -0.338 1.959
C 1.022 -1.405 2.572
C -3.928 0.137 -2.355
C 3.120 1.700 0.604
C -2.516 -1.782 -1.047
C 1.060 1.728 -0.923
C -4.348 -1.199 -2.414
C -3.634 -2.186 -1.768
H -2.426 1.461 -1.529
H -3.899 -3.232 -1.827
H -4.463 0.915 -2.878
H -5.224 -1.460 -2.993
H 5.276 2.255 1.619
H 3.557 -0.355 3.289
H 3.558 2.517 0.045

Atomic partial charges in e from the Mulliken method, atoms 1 to 5:
1. Ir 0.8802
2. S -0.2782
3. O -0.6339
4. O -0.7134
5. O -0.7140